# 1
Below is C29H36CoF5IO7P2 as an isolated structure, with properties calculated with ωB97M-V/def2-TZVPD.

Computed properties:
2S+1: 4
Relative energy (zero: lowest compared OMol25 entry of this formula, charge and spin): 10.5 kcal per mole
HOMO level (spin up / spin down): -7.3 / -7.5 eV
HOMO-LUMO gap (spin up / spin down): 7.5 / 7.7 eV

Cartesian coordinates (Å):
Co1 1.340 0.141 0.399
I1 1.214 -0.146 3.132
C1 3.275 0.191 3.228
C2 3.882 0.032 4.434
C3 5.276 0.253 4.521
C4 5.972 0.628 3.411
C5 5.328 0.799 2.157
C6 6.059 1.216 1.016
C7 5.417 1.401 -0.171
C8 4.025 1.155 -0.281
C9 3.251 0.730 0.772
C10 3.928 0.569 2.025
H1 3.317 -0.257 5.310
H2 5.776 0.127 5.473
H3 7.040 0.805 3.470
H4 7.126 1.385 1.110
H5 5.975 1.725 -1.042
H6 3.557 1.308 -1.249
C11 -0.866 -2.148 -2.702
C12 -1.975 -2.658 -1.814
C13 -3.202 -3.106 -2.572
O1 -2.419 -1.558 -0.929
P1 -1.741 -1.349 0.471
O2 -0.264 -1.377 0.475
C14 -2.454 0.209 1.022
P2 -1.640 1.761 0.567
O3 -0.195 1.607 0.307
O4 -2.005 2.632 1.820
C15 -1.340 3.896 2.184
C16 -0.040 3.593 2.893
C17 -1.170 4.804 0.984
O5 -2.440 2.449 -0.583
C18 -2.490 2.186 -2.031
C19 -3.718 1.353 -2.322
C20 -1.200 1.595 -2.549
O6 -2.253 -2.472 1.445
C21 -3.564 -2.848 1.958
C22 -4.721 -2.473 1.056
C23 -3.698 -2.292 3.361
H7 -0.460 -2.976 -3.287
H8 -0.061 -1.710 -2.109
H9 -1.244 -1.388 -3.390
H10 -1.607 -3.465 -1.179
H11 -3.659 -2.250 -3.075
H12 -3.947 -3.574 -1.928
H13 -2.907 -3.830 -3.333
H14 -2.403 0.179 2.114
H15 -3.502 0.270 0.727
H16 -2.049 4.339 2.878
H17 0.689 3.153 2.209
H18 -0.198 2.901 3.721
H19 0.372 4.523 3.292
H20 -0.463 4.381 0.266
H21 -0.767 5.758 1.329
H22 -2.119 4.987 0.481
H23 -2.632 3.183 -2.445
H24 -3.574 0.316 -2.016
H25 -3.911 1.367 -3.397
H26 -4.592 1.765 -1.815
H27 -1.006 0.602 -2.139
H28 -0.335 2.208 -2.301
H29 -1.262 1.504 -3.635
H30 -3.504 -3.933 2.010
H31 -4.904 -1.397 1.052
H32 -5.619 -2.955 1.447
H33 -4.573 -2.805 0.029
H34 -3.874 -1.214 3.343
H35 -2.797 -2.494 3.940
H36 -4.546 -2.761 3.864
F1 4.211 -3.441 -4.668
C24 3.499 -2.597 -3.906
C25 2.899 -1.485 -4.461
F2 3.025 -1.252 -5.775
C26 2.177 -0.612 -3.672
F3 1.603 0.453 -4.262
C27 2.012 -0.790 -2.293
O7 1.307 0.053 -1.583
C28 2.622 -1.938 -1.778
F4 2.478 -2.220 -0.466
C29 3.350 -2.820 -2.551
F5 3.908 -3.900 -1.990

These are the Mulliken partial charges, in e, on atoms 1 to 4:
1. Co 0.60
2. I 0.15
3. C 0.85
4. C -0.72

# 2
Below is C29H36F2N10OReS as an isolated structure, with properties calculated with ωB97M-V/def2-TZVPD.

Computed properties:
2S+1: 4
Relative energy (zero: lowest compared OMol25 entry of this formula, charge and spin): 9.8 kcal per mole
HOMO level (spin up / spin down): -13.1 / -13.3 eV
Charge: +2
HOMO-LUMO gap (spin up / spin down): 6.5 / 6.0 eV

Cartesian coordinates (Å):
Re1 0.083 -0.053 -0.256
C1 -4.260 1.203 -0.328
C2 -2.800 0.934 -0.502
N1 -2.117 0.214 0.331
N2 -2.857 -0.293 1.361
C3 -2.456 -1.269 2.251
N3 -3.429 -1.621 3.101
S1 -0.953 -1.915 2.276
C4 -2.092 1.434 -1.692
C5 -2.682 2.247 -2.641
C6 -1.946 2.656 -3.748
C7 -0.635 2.246 -3.871
C8 -0.093 1.441 -2.885
N4 -0.803 1.038 -1.821
H1 -4.473 1.601 0.666
H2 -4.831 0.280 -0.470
H3 -4.640 1.922 -1.041
H4 -3.847 -0.099 1.315
H5 -4.371 -1.269 3.061
H6 -3.232 -2.362 3.756
H7 -3.704 2.569 -2.541
H8 -2.402 3.286 -4.498
H9 -0.024 2.533 -4.714
H10 0.931 1.106 -2.941
N5 2.148 -2.562 0.860
C9 2.248 -1.498 1.649
N6 3.183 -1.523 2.587
C10 3.200 -0.505 3.440
N7 4.137 -0.470 4.377
N8 2.298 0.517 3.432
C11 1.470 0.498 2.432
N9 1.395 -0.435 1.459
C12 0.576 1.667 2.288
C13 0.331 2.524 3.349
C14 -0.439 3.649 3.122
C15 -0.899 3.899 1.835
C16 -0.610 2.993 0.836
N10 0.092 1.874 1.058
H11 2.753 -3.340 1.072
H12 1.314 -2.741 0.324
H13 4.814 -1.213 4.432
H14 4.151 0.281 5.044
H15 0.762 2.301 4.313
H16 -0.656 4.337 3.928
H17 -1.460 4.793 1.603
H18 -0.917 3.178 -0.184
F1 -2.050 -1.746 -1.406
C17 -0.690 -1.805 -1.235
F2 -0.462 -2.958 -0.528
H19 -0.260 -1.953 -2.223
C18 3.723 1.838 0.391
C19 3.396 2.302 -1.021
C20 2.076 3.059 -1.135
C21 3.548 1.190 -2.045
C22 4.620 1.361 -2.919
C23 4.894 0.471 -3.934
C24 4.044 -0.599 -4.109
C25 2.948 -0.829 -3.282
C26 2.076 -2.003 -3.696
C27 0.772 -1.524 -4.347
C28 1.933 -3.067 -2.612
C29 2.725 0.051 -2.199
O1 1.701 -0.224 -1.293
H20 3.650 2.664 1.102
H21 4.736 1.438 0.436
H22 3.047 1.049 0.695
H23 4.162 3.033 -1.286
H24 1.222 2.437 -0.873
H25 1.932 3.434 -2.150
H26 2.073 3.919 -0.462
H27 5.253 2.227 -2.788
H28 5.739 0.620 -4.589
H29 4.221 -1.288 -4.924
H30 2.624 -2.483 -4.509
H31 0.216 -0.826 -3.721
H32 0.117 -2.364 -4.584
H33 0.992 -1.003 -5.279
H34 1.679 -2.627 -1.655
H35 2.878 -3.593 -2.483
H36 1.174 -3.805 -2.877

These are the Mulliken partial charges, in e, on atoms 1 to 4:
1. Re 1.60
2. C -2.18
3. C 1.29
4. N 0.63

# 3
Below is C29H36F2N3O7P4Y as an isolated structure, with properties calculated with ωB97M-V/def2-TZVPD.

Computed properties:
Relative energy (zero: lowest compared OMol25 entry of this formula, charge and spin): 16.7 kcal per mole
HOMO level: -8.6 eV
HOMO-LUMO gap: 7.7 eV

Cartesian coordinates (Å):
Y1 0.512 -1.468 -1.447
C1 -0.451 3.003 -0.530
P1 -0.815 1.257 -0.137
C2 -0.717 1.342 1.719
N1 -1.051 2.468 2.301
C3 -1.066 2.503 3.658
C4 -1.422 3.702 4.324
C5 -1.473 3.728 5.686
C6 -1.170 2.566 6.444
C7 -0.819 1.404 5.825
C8 -0.755 1.355 4.410
N2 -0.372 0.205 3.796
C9 -0.325 0.194 2.486
P2 0.317 -1.295 1.589
C10 -0.409 -2.637 2.577
C11 2.122 -1.283 2.101
C12 2.801 -2.347 1.225
C13 2.672 0.112 1.785
C14 2.377 -1.620 3.569
C15 -2.672 1.108 -0.386
C16 -3.528 1.749 0.704
C17 -2.994 1.781 -1.724
C18 -2.982 -0.393 -0.447
H1 -1.078 3.682 0.046
H2 -0.582 3.169 -1.599
H3 0.596 3.191 -0.286
H4 -1.657 4.574 3.724
H5 -1.753 4.640 6.200
H6 -1.213 2.610 7.526
H7 -0.577 0.506 6.381
H8 -0.327 -2.403 3.635
H9 0.088 -3.577 2.336
H10 -1.459 -2.751 2.304
H11 2.624 -2.209 0.154
H12 2.447 -3.353 1.462
H13 3.884 -2.317 1.375
H14 2.367 0.474 0.800
H15 3.766 0.092 1.801
H16 2.342 0.842 2.530
H17 2.171 -2.673 3.777
H18 1.772 -1.011 4.244
H19 3.433 -1.435 3.798
H20 -3.224 2.777 0.913
H21 -3.486 1.189 1.643
H22 -4.572 1.763 0.370
H23 -3.039 2.866 -1.608
H24 -3.971 1.440 -2.080
H25 -2.260 1.560 -2.500
H26 -2.706 -0.906 0.479
H27 -2.461 -0.885 -1.273
H28 -4.052 -0.555 -0.609
F1 5.628 0.896 -1.880
C19 4.344 0.958 -2.279
C20 3.394 0.180 -1.655
C21 2.062 0.182 -2.063
C22 1.714 1.027 -3.146
C23 2.704 1.834 -3.705
F2 2.429 2.676 -4.733
C24 4.021 1.821 -3.301
C25 0.350 0.916 -3.740
C26 -0.172 1.769 -4.717
C27 -1.374 1.464 -5.330
C28 -2.058 0.310 -4.979
C29 -1.526 -0.454 -3.968
N3 -0.384 -0.149 -3.342
H29 3.742 -0.461 -0.850
H30 4.760 2.447 -3.785
H31 0.364 2.655 -5.008
H32 -1.764 2.121 -6.099
H33 -2.979 0.016 -5.462
H34 -2.019 -1.360 -3.636
O1 -1.717 -5.108 -0.930
P3 -0.258 -4.680 -0.450
O2 0.215 -5.475 0.682
O3 -0.259 -3.149 -0.330
O4 0.645 -4.976 -1.790
P4 0.787 -3.833 -2.905
O5 1.106 -4.644 -4.224
O6 1.914 -2.904 -2.498
O7 -0.509 -3.085 -3.041
H35 -1.968 -4.607 -1.722
H36 1.951 -5.115 -4.184

These are the Mulliken partial charges, in e, on atoms 1 to 4:
1. Y 0.47
2. C -1.74
3. P 1.55
4. C 0.02

Number 1: strongest force on any atom 0.80 eV Å⁻¹. Number 2: strongest force on any atom 0.49 eV Å⁻¹. Number 3: strongest force on any atom 1.39 eV Å⁻¹.